The following is a quantum chemistry calculation of C42H43F13N2O4PS2W as an isolated structure, from the OMol25 dataset.

Element x y z (Å)
W  0.672114  0.882959  -0.286637
C  -4.735068  -2.089275  -2.968585
C  -3.840737  -1.105812  -2.263730
C  -3.958965  -0.864502  -0.906629
C  -3.103970  0.022042  -0.275815
C  -2.110415  0.708934  -0.974070
N  -1.268605  1.639131  -0.340042
C  -1.757440  2.791615  0.216901
C  -3.144537  2.978087  0.430904
C  -3.674005  4.117042  1.000196
C  -2.863934  5.173002  1.386372
C  -3.423565  6.434646  1.988404
C  -1.508627  5.041503  1.118215
C  -0.925974  3.913046  0.549330
C  0.534639  4.015746  0.068892
O  1.109747  2.856078  -0.333975
C  1.535192  4.643703  1.118506
F  2.731567  4.836189  0.531733
F  1.205811  5.846096  1.651104
F  1.743489  3.857004  2.164947
C  0.582060  5.023334  -1.158751
F  0.712654  6.322878  -0.779657
F  1.603153  4.775308  -1.972969
F  -0.527783  4.989980  -1.890687
C  -1.917721  0.394752  -2.344234
C  -2.815497  -0.468549  -2.957889
C  -0.731120  1.057784  -3.074814
O  0.423346  1.110014  -2.346851
C  -0.279858  0.381905  -4.422262
F  0.310273  -0.784143  -4.211068
F  0.616728  1.156140  -5.049601
F  -1.236464  0.142212  -5.355996
C  -1.225839  2.474807  -3.511250
F  -2.002181  3.044072  -2.593712
F  -2.001826  2.395836  -4.629417
F  -0.228350  3.311135  -3.793939
H  -5.582661  -2.367313  -2.339183
H  -4.189854  -3.007033  -3.211064
H  -5.125514  -1.682048  -3.904687
H  -4.713444  -1.386483  -0.327335
H  -3.201500  0.205109  0.785133
H  -3.826484  2.198016  0.133387
H  -4.750097  4.178741  1.143233
H  -4.443419  6.274140  2.346658
H  -3.458072  7.255944  1.264756
H  -2.825598  6.777806  2.836404
H  -0.880438  5.892790  1.329522
H  -2.734583  -0.655056  -4.015902
C  3.687863  -2.417411  3.476308
C  3.799512  -1.311104  2.450406
O  2.507432  -0.741589  2.297589
P  2.375871  0.769455  1.689389
S  3.403866  0.921368  -0.009318
S  0.487225  1.248910  2.138511
O  3.239060  1.583229  2.852684
C  4.439470  2.285889  2.577240
C  4.982000  2.791401  3.898244
H  4.671302  -2.860083  3.659564
H  3.015106  -3.206622  3.133347
H  3.301189  -2.022241  4.417827
H  4.149923  -1.689145  1.487655
H  4.508336  -0.552766  2.795914
H  4.237711  3.116391  1.897214
H  5.167377  1.637532  2.079288
H  4.257773  3.451517  4.377587
H  5.909743  3.347715  3.740486
H  5.184861  1.958112  4.574637
C  -0.945544  -3.307181  -3.712951
C  -0.096987  -3.167163  -2.447671
C  0.887292  -4.344728  -2.414015
C  -0.898537  -3.099639  -1.158298
C  -1.938748  -4.011403  -1.021127
C  -2.645468  -4.147265  0.158584
C  -2.248159  -3.391735  1.239028
C  -1.203467  -2.471225  1.153602
C  -0.727752  -1.904468  2.474824
C  -1.824092  -1.144887  3.220816
C  -0.178795  -3.015149  3.382667
C  -0.559970  -2.232221  -0.082948
N  0.531133  -1.286396  -0.252667
C  1.729110  -2.028237  -0.365383
C  2.026331  -3.077712  0.510679
C  3.170400  -3.853218  0.392540
C  4.079504  -3.599397  -0.622851
C  3.817861  -2.567619  -1.514975
C  2.669567  -1.814334  -1.382395
F  2.430328  -0.877649  -2.312714
H  -0.305081  -3.206371  -4.591954
H  -1.721148  -2.548886  -3.773244
H  -1.418809  -4.291800  -3.769701
H  0.465235  -2.245966  -2.524275
H  0.334341  -5.289617  -2.371885
H  1.561942  -4.307463  -1.561495
H  1.492342  -4.349510  -3.325688
H  -2.192137  -4.646196  -1.862011
H  -3.465216  -4.852971  0.238209
H  -2.734909  -3.531226  2.198649
H  0.087507  -1.222160  2.266488
H  -2.742339  -1.736697  3.297049
H  -2.061153  -0.202499  2.729926
H  -1.494340  -0.904732  4.235049
H  0.345827  -2.567940  4.231913
H  0.524629  -3.665684  2.859539
H  -0.982601  -3.648304  3.772576
H  1.321866  -3.280576  1.304624
H  3.351522  -4.651656  1.103635
H  4.978385  -4.195075  -0.728036
H  4.487880  -2.332919  -2.332531

Force components x, y, z for each atom (eV/Å):
W 0.37 0.28 0.05
C -0.02 -0.03 -0.01
C 0.00 -0.05 -0.04
C 0.04 -0.05 0.04
C -0.05 0.00 -0.07
C 0.15 0.07 -0.07
N -0.49 -0.13 -0.04
C 0.06 -0.03 0.02
C 0.03 0.03 0.01
C -0.01 -0.02 0.00
C 0.00 0.00 -0.01
C -0.03 0.03 0.03
C 0.06 -0.05 -0.01
C -0.05 0.00 -0.03
C -0.06 0.00 -0.07
O 0.02 0.29 0.02
C 0.01 0.04 0.03
F 0.15 -0.02 -0.13
F -0.15 0.17 0.02
F 0.00 -0.19 0.14
C -0.01 -0.02 0.04
F 0.00 0.16 0.15
F 0.19 -0.10 -0.08
F -0.25 -0.01 0.00
C -0.03 -0.12 0.03
C 0.09 0.08 0.08
C 0.03 0.16 0.06
O 0.17 -0.30 -0.18
C -0.10 0.07 -0.04
F 0.17 -0.39 0.22
F 0.19 0.21 -0.01
F -0.26 -0.14 0.01
C 0.00 0.05 -0.03
F -0.14 0.21 0.07
F -0.02 0.11 -0.07
F 0.00 -0.09 -0.08
H 0.01 0.01 -0.01
H 0.00 0.00 0.00
H 0.01 0.00 0.00
H -0.01 -0.01 0.01
H 0.03 -0.01 0.04
H 0.00 0.00 -0.02
H 0.01 0.00 0.00
H 0.01 0.00 0.00
H 0.01 -0.01 0.00
H 0.00 -0.01 -0.01
H 0.05 0.05 0.02
H 0.05 -0.04 -0.13
C 0.06 -0.11 0.06
C -0.01 0.00 0.00
O 0.02 0.14 0.02
P -0.04 -0.10 0.38
S -0.22 -0.05 -0.26
S -0.14 -0.23 0.35
O 0.06 -0.16 -0.16
C 0.00 0.08 -0.03
C 0.01 0.02 0.02
H -0.01 -0.01 -0.01
H 0.03 0.10 0.02
H 0.01 0.01 -0.02
H 0.02 0.02 0.02
H -0.02 0.05 0.02
H 0.00 0.00 -0.01
H -0.01 -0.03 0.02
H -0.01 -0.01 -0.01
H -0.01 -0.01 0.00
H 0.00 0.00 0.00
C -0.02 -0.07 -0.01
C 0.00 0.00 0.00
C -0.01 -0.07 -0.03
C -0.09 0.03 -0.08
C -0.01 0.00 -0.09
C -0.04 0.03 -0.01
C -0.03 0.07 0.00
C -0.01 0.02 -0.06
C 0.05 0.07 -0.02
C 0.03 0.08 0.05
C -0.04 -0.02 0.05
C 0.09 -0.12 0.06
N -0.09 -0.16 0.05
C 0.06 0.09 -0.02
C 0.08 -0.06 -0.05
C -0.09 0.01 -0.02
C 0.05 -0.02 -0.06
C 0.01 0.03 0.00
C -0.04 0.00 0.11
F 0.09 -0.16 -0.03
H -0.02 0.00 0.02
H -0.02 0.01 0.02
H -0.01 -0.01 0.01
H 0.04 0.15 -0.06
H -0.01 0.00 0.00
H -0.07 -0.05 -0.07
H -0.01 0.00 0.01
H 0.00 0.00 -0.02
H 0.01 0.00 0.01
H 0.01 -0.03 -0.03
H 0.07 0.10 0.02
H 0.06 0.03 0.03
H 0.00 0.04 -0.09
H 0.02 0.03 -0.01
H -0.02 -0.01 -0.02
H -0.09 0.00 0.14
H -0.01 0.01 -0.01
H 0.10 0.04 -0.17
H 0.00 0.00 -0.01
H 0.00 0.01 0.00
H 0.00 0.00 0.01

Charge ... -2
Calculated total energy ... -123541.992 eV
Relative energy (zero: lowest compared OMol25 entry of this formula, charge and spin) ... 3.8 kcal per mole
Spin multiplicity ... 2
⟨S²⟩ ... 0.781
Kohn-Sham gap (spin up / spin down) ... 5.057 / 4.696 eV
Lowest unoccupied orbital energy (spin up / spin down) ... 4.35 / 4.35 eV

Mulliken atomic charge list, values in e, 4 entries: 0.71, -1.87, 0.52, -1.27